This record from the Open Molecules 2025 dataset describes a cluster of 2 separate species, C20H14FNO2 in total. The level of theory is wB97M-V/def2-TZVPD.

Structure (XYZ):
```
38
Properties=species:S:1:pos:R:3:forces:R:3:lowdin_charge:R:1
O 1.724399 0.611756 1.412981 1.01 -2.93 -3.35 0.07
C 1.630291 -0.108427 0.391853 -3.21 2.65 2.15 -0.32
C 0.267570 -0.013292 -0.424294 -1.08 -1.81 -2.71 -0.02
C -0.946529 0.931676 -0.312072 0.44 -3.09 -2.71 0.02
C -2.106653 0.703039 -1.342966 3.57 -2.04 0.39 -0.03
C -1.969267 -0.428123 -2.423684 2.23 0.50 2.33 -0.04
C -0.731189 -1.386196 -2.510918 -0.07 2.75 2.70 0.02
C 0.392651 -1.151687 -1.476810 -2.62 2.25 0.66 -0.03
C 1.779006 -1.880728 -1.218594 0.00 -1.40 -1.79 -0.31
O 2.209094 -2.926628 -1.742873 -1.50 3.90 1.95 0.09
N 2.559704 -1.072325 -0.225146 -0.49 2.22 -0.61 0.05
C 3.573617 -0.145591 -0.829636 3.90 2.44 -2.68 -0.13
C 4.540891 0.726199 0.055597 -0.15 -0.19 -2.37 0.00
C 5.575956 1.721719 -0.525331 -2.54 -2.28 -2.11 -0.06
C 5.694871 1.874646 -2.064719 -2.49 -2.46 1.45 -0.08
C 4.787171 1.008266 -2.972556 -0.27 -0.24 3.52 -0.07
C 3.734761 0.011760 -2.373698 2.04 2.10 1.97 0.01
H -0.948120 1.735822 0.490540 -0.14 -1.23 -1.28 0.11
H -3.028695 1.381041 -1.260384 1.56 -1.32 -0.38 0.10
H -2.843012 -0.533329 -3.143515 1.46 0.01 1.00 0.09
H -0.620485 -2.205004 -3.301525 -0.38 1.42 1.32 0.11
H 4.434202 0.583568 1.191819 0.26 0.39 -2.03 0.10
H 6.222506 2.312501 0.216195 -1.12 -1.01 -1.43 0.09
H 6.435157 2.614305 -2.516106 -1.19 -1.24 0.70 0.09
H 4.870935 1.087681 -4.115058 -0.17 -0.13 2.05 0.09
H 3.101530 -0.558928 -3.125498 0.90 0.73 1.31 0.09
F -5.826127 -0.261346 0.701856 -0.09 0.02 -0.14 0.06
C -5.014302 -0.334352 1.769067 0.50 -0.05 0.66 -0.30
C -5.083504 0.647121 2.745518 -0.13 0.13 -0.05 -0.02
C -4.245637 0.568544 3.853562 0.11 -0.28 -0.19 -0.08
C -3.340955 -0.484717 3.966787 0.01 0.03 0.05 -0.10
C -3.277072 -1.461775 2.977364 -0.17 0.26 0.06 -0.08
C -4.122201 -1.389576 1.875013 -0.01 -0.11 -0.17 -0.02
H -5.787965 1.463534 2.636092 0.01 -0.07 -0.02 0.12
H -4.296754 1.326988 4.627400 -0.01 -0.06 -0.11 0.10
H -2.684655 -0.542773 4.829257 -0.07 0.00 -0.10 0.10
H -2.569180 -2.279147 3.064757 -0.09 0.07 -0.04 0.11
H -4.092013 -2.146224 1.099721 -0.02 0.07 0.01 0.12
```
Positions in Å, forces in eV/Å.

Results
HOMO energy   -8.78 eV
Total energy   -1075.33804 hartree
SMILES string   O=C1c2ccccc2C(=O)N1c1ccccc1.Fc1ccccc1
HOMO-LUMO gap   7.773 eV


This record from the Open Molecules 2025 dataset describes a structure of composition C30H26Cl2N5O6PdS2. The level of theory is wB97M-V/def2-TZVPD.

Structure (XYZ):
```
72
Properties=species:S:1:pos:R:3:forces:R:3:lowdin_charge:R:1
Pd 0.389122 -0.232014 -0.188756 -0.35 0.11 0.37 1.14
C -4.378068 3.843047 -6.154915 -0.04 -0.01 0.02 -0.04
C -3.304097 3.163406 -5.354778 0.02 -0.02 -0.07 -0.25
C -3.298392 3.218742 -3.966432 -0.01 0.00 0.08 -0.01
C -2.301154 2.599224 -3.227753 -0.03 -0.06 -0.04 -0.05
C -1.290149 1.925753 -3.893425 -0.11 0.18 -0.18 -0.31
C -1.276966 1.845350 -5.285991 0.00 0.09 0.05 -0.04
C -2.282612 2.462982 -6.001104 -0.03 0.03 -0.01 -0.02
S -0.034145 1.074145 -3.039724 0.29 -0.25 0.13 0.63
O 0.057852 1.600312 -1.655294 -0.03 0.15 -0.06 -0.39
O 1.177415 1.138619 -3.803452 -0.01 -0.03 0.10 -0.27
N -0.457965 -0.459044 -2.822989 -0.08 -0.16 -0.30 -0.13
C -1.772300 -0.832730 -2.843317 0.05 -0.03 0.15 -0.14
C -2.385564 -0.526466 -1.192186 0.09 -0.14 0.15 -0.59
O -3.293286 0.261505 -1.181736 -0.04 0.02 0.00 0.10
O -1.726328 -1.169142 -0.360415 0.05 0.17 -0.47 -0.05
H -5.174646 4.215284 -5.513179 0.01 0.01 0.00 0.08
H -4.817515 3.156973 -6.879356 0.01 -0.01 0.00 0.09
H -3.969881 4.687748 -6.711901 0.02 0.00 0.00 0.09
H -4.093030 3.744286 -3.451950 0.00 0.00 0.00 0.12
H -2.326193 2.612167 -2.148414 -0.02 -0.01 -0.01 0.09
H -0.480392 1.321627 -5.796501 0.02 -0.02 0.04 0.12
H -2.275478 2.408244 -7.082718 -0.01 0.00 0.00 0.12
H -1.882094 -1.914769 -2.876383 -0.05 0.01 -0.03 0.12
H -2.464920 -0.286066 -3.481800 0.00 0.02 0.02 0.11
Cl 4.104611 -1.013647 -3.751562 -0.03 0.00 -0.02 0.84
C 4.141374 0.061765 -2.447449 0.00 0.05 0.11 -0.56
C 5.165226 0.988812 -2.318680 -0.06 -0.01 0.03 -0.10
C 5.212327 1.841219 -1.235136 -0.04 0.01 0.08 -0.57
Cl 6.503848 2.952350 -1.118651 0.01 0.01 0.01 0.80
C 4.210074 1.819959 -0.196675 0.21 0.08 -0.11 -0.15
C 4.231357 2.630440 0.949269 -0.04 -0.01 0.02 0.01
C 3.218946 2.510196 1.869383 0.00 0.00 -0.01 0.00
C 2.177889 1.607828 1.630146 0.00 0.04 -0.04 -0.07
N 2.149012 0.841447 0.555184 0.29 0.29 -0.27 0.05
C 3.149898 0.930990 -0.339567 -0.17 -0.32 -0.09 -0.12
C 3.080861 -0.017724 -1.470112 0.10 0.12 0.08 -0.35
O 2.167077 -0.848040 -1.543357 -0.14 -0.13 -0.02 -0.03
H 5.939334 1.040254 -3.070991 0.00 -0.01 -0.01 0.12
H 5.037159 3.335084 1.100308 0.00 -0.01 -0.01 0.10
H 3.210733 3.115055 2.764482 -0.02 -0.01 0.01 0.12
H 1.336384 1.512433 2.303875 0.01 0.01 0.02 0.12
C -2.906090 1.797831 2.107222 0.06 0.02 0.04 0.03
C -1.695797 1.822773 1.225199 -0.08 0.01 -0.15 -0.54
N -1.579501 2.824337 0.349297 -0.12 0.00 0.06 0.21
O -0.849943 0.916957 1.304060 0.07 -0.11 0.20 -0.09
H -3.298442 2.792322 2.311984 -0.01 0.00 -0.02 0.09
H -2.666139 1.290776 3.037455 -0.01 0.01 0.01 0.09
H -3.665438 1.214682 1.581282 0.00 0.00 0.00 0.10
H -2.322319 3.496297 0.263369 0.00 0.00 0.02 0.12
H -0.915232 2.733499 -0.409877 0.10 0.00 0.03 0.07
S 1.307128 -5.481080 3.844593 0.08 0.03 -0.12 1.05
C 1.014509 -4.059408 2.857008 0.04 -0.12 0.00 -0.49
C 1.537983 -4.075400 1.562918 -0.02 0.04 -0.06 -0.07
C 1.323320 -2.993656 0.740366 -0.01 0.04 -0.06 -0.10
N 0.630761 -1.916424 1.129396 0.21 -0.12 0.22 -0.04
C 0.127640 -1.897117 2.366236 -0.07 -0.02 -0.14 -0.10
C 0.294495 -2.938511 3.256200 -0.03 0.03 0.06 -0.04
C 0.528357 -5.031908 5.370199 -0.13 0.04 0.18 -0.55
C -0.793240 -5.377022 5.612116 0.03 -0.01 -0.05 -0.08
C -1.358021 -5.008814 6.825242 -0.04 0.03 0.09 -0.13
N -0.703469 -4.343585 7.774302 0.07 -0.04 -0.14 0.07
C 0.568401 -4.032975 7.531950 -0.05 0.03 0.10 -0.13
C 1.230333 -4.352694 6.355757 0.03 -0.02 -0.07 -0.08
H 2.102025 -4.920798 1.192920 -0.01 -0.02 0.03 0.11
H 1.707970 -2.975850 -0.271793 0.01 0.00 0.01 0.11
H -0.448659 -1.018252 2.624655 0.01 0.01 0.03 0.11
H -0.143135 -2.868426 4.241422 0.00 -0.01 0.00 0.11
H -1.370440 -5.919930 4.876099 0.00 0.00 0.00 0.11
H -2.389381 -5.262504 7.041131 0.00 0.00 0.01 0.11
H 1.089461 -3.501534 8.319954 0.00 0.00 0.00 0.11
H 2.267535 -4.081191 6.213337 0.00 0.00 0.00 0.11
```
Positions in Å, forces in eV/Å.

Results
HOMO energy (alpha / beta)   -10.61 / -11.33 eV
Total energy   -3728.43531 hartree
Spin multiplicity   5
Total charge   +1
HOMO-LUMO gap (alpha / beta)   7.192 / 6.147 eV


This record from the Open Molecules 2025 dataset describes a cluster of 2 separate species, C4H9NO in total. The level of theory is wB97M-V/def2-TZVPD.

Structure (XYZ):
```
15
Properties=species:S:1:pos:R:3:forces:R:3:lowdin_charge:R:1
C -0.255815 -2.068826 0.906192 -0.09 -0.02 0.25 0.00
C 0.236979 -1.295275 1.870471 0.83 0.01 0.47 -0.30
N 1.492176 -0.597666 1.778685 -0.27 0.88 -0.88 -0.01
H -0.109270 -1.873434 -0.152364 0.79 -0.32 -0.08 0.04
H -0.821340 -2.945943 1.207297 -1.06 0.65 -0.13 0.04
H -0.262556 -1.134279 2.827100 0.12 -1.04 0.23 0.08
H 1.410528 0.352108 1.432064 0.05 -0.03 -0.16 0.06
H 2.015796 -0.576114 2.641479 -0.41 -0.04 0.18 0.05
O -0.565853 -0.376801 -2.046731 0.19 0.15 0.37 -0.31
C -0.342684 0.865371 -2.385151 -0.30 -1.14 -0.25 -0.53
C -0.600808 1.957807 -1.383893 1.02 -0.54 0.38 -0.21
H -0.359628 1.037708 -3.474991 -0.09 0.71 0.15 0.02
H 0.297694 2.119262 -0.755079 0.10 0.21 -0.11 0.02
H -1.313650 1.625229 -0.608467 -0.53 0.22 -0.47 0.04
H -0.821569 2.910852 -1.856610 -0.36 0.30 0.04 0.03
```
Positions in Å, forces in eV/Å.

Results
HOMO energy (alpha / beta)   0.44 / -2.76 eV
Total energy   -287.68612 hartree
Spin multiplicity   2
Total charge   -1
HOMO-LUMO gap (alpha / beta)   3.405 / 6.593 eV


This record from the Open Molecules 2025 dataset describes a cluster of 2 separate species, C3H13N5 in total. The level of theory is wB97M-V/def2-TZVPD.

Structure (XYZ):
```
21
Properties=species:S:1:pos:R:3:forces:R:3:lowdin_charge:R:1
C -2.240790 9.175300 -1.705053 2.92 0.36 2.68 -0.01
C 0.237234 -3.197699 0.473043 0.97 -2.12 -1.78 -0.07
C 2.594437 -3.366159 1.390742 -1.78 -4.68 0.62 -0.02
N -1.218017 9.201955 -1.004466 -5.15 -0.58 -2.39 0.31
N -3.220347 8.436003 -3.661302 1.11 -2.11 -3.61 0.07
N -3.280568 8.955802 -2.419014 2.04 0.19 1.93 0.02
N 0.785887 -4.918506 1.922517 0.65 -3.15 -0.48 0.12
N 1.147985 -3.526819 1.547868 -2.08 -0.41 1.97 -0.26
H 0.593876 -3.770620 -0.423277 -0.57 0.38 0.16 0.11
H -0.797777 -3.431305 0.636394 -0.39 -0.65 0.68 0.09
H 0.147190 -2.201282 0.175250 0.83 1.90 0.05 0.08
H 2.936846 -4.059606 0.603530 0.40 0.69 -0.12 0.11
H 2.783937 -2.381173 1.301544 0.83 3.18 -0.72 0.07
H 2.958200 -3.723070 2.345893 0.70 0.15 0.11 0.10
H -0.791706 10.021950 -0.600637 0.71 0.46 -0.38 0.13
H -3.921885 7.691870 -3.709433 0.20 0.21 -0.13 0.13
H -2.296168 7.984896 -3.912902 -1.29 0.95 0.65 0.16
H -4.224007 9.211936 -2.224526 -0.56 0.59 1.23 0.19
H 1.243092 -5.350431 2.852951 -0.69 1.68 -2.52 0.23
H 1.055899 -5.662256 1.051291 -0.81 2.10 2.66 0.25
H -0.272384 -5.070504 2.106878 1.98 0.87 -0.62 0.20
```
Positions in Å, forces in eV/Å.

Results
HOMO energy   -15.62 eV
Total energy   -395.13051 hartree
Total charge   +2
HOMO-LUMO gap   8.906 eV


This record from the Open Molecules 2025 dataset describes a cluster of 2 separate species, C3H10N5S in total. The level of theory is wB97M-V/def2-TZVPD.

Structure (XYZ):
```
19
Properties=species:S:1:pos:R:3:forces:R:3:lowdin_charge:R:1
C 0.111379 1.448199 -1.310912 2.09 1.37 0.02 -0.18
C 1.488175 -2.817015 3.125901 -1.57 1.49 0.79 -0.38
C -0.123056 -1.608641 1.413673 1.09 -0.85 1.50 -0.46
N -0.477489 2.177055 -0.346560 3.33 -1.32 -0.11 0.18
N -0.480755 -0.833797 -0.798126 -0.23 0.21 -2.92 0.18
N -0.348029 -1.348554 0.186558 -0.85 -0.18 2.62 -0.18
N -0.354747 1.384938 -2.572872 0.56 0.78 2.68 -0.05
N -1.471498 2.201443 -2.721428 -2.47 -0.19 -4.35 0.02
S 1.609072 -1.513404 1.857563 -0.85 0.01 0.20 0.79
H 1.874647 -3.690475 2.654315 0.92 -0.75 0.64 0.02
H 0.382940 -3.020246 3.263845 1.41 0.24 0.18 0.04
H 1.872141 -2.328996 4.072796 0.03 -1.47 -1.09 0.06
H -0.763477 -2.096733 2.200984 0.08 0.86 -1.80 0.10
H -0.080564 2.448083 0.581676 -0.33 -0.79 -1.54 0.17
H 1.209925 1.289978 -1.172419 -1.22 -0.83 -0.02 0.17
H 0.047067 0.788881 -3.284865 0.00 0.23 0.09 0.17
H -1.960365 1.979899 -3.711965 1.26 0.34 3.17 0.18
H -1.378940 2.369371 -0.573581 -3.41 1.15 -0.17 0.06
H -1.156426 3.170012 -2.864582 0.14 -0.31 0.12 0.11
```
Positions in Å, forces in eV/Å.

Results
HOMO energy   -10.91 eV
Total energy   -791.88526 hartree
Total charge   +1
HOMO-LUMO gap   7.273 eV


This record from the Open Molecules 2025 dataset describes the molecule C5H11NO. The level of theory is wB97M-V/def2-TZVPD.

Structure (XYZ):
```
18
Properties=species:S:1:pos:R:3:forces:R:3:lowdin_charge:R:1
C 2.965033 1.701000 0.526167 0.41 -0.79 0.52 -0.06
N 2.404279 0.720220 -0.029084 -0.11 0.43 -0.49 -0.04
C 1.013313 0.779089 -0.395884 -0.69 -0.08 -0.02 -0.26
C 0.281176 -0.559736 -0.095858 0.28 0.19 -0.55 -0.18
C -1.093988 -0.501890 0.600892 0.86 -0.47 -1.48 -0.17
C -2.082692 -1.454287 -0.065271 -0.21 0.46 -0.16 -0.27
O -2.733186 -0.845341 -1.174595 -0.03 -0.08 -0.41 -0.08
H 4.036204 1.571165 0.673179 0.02 0.39 0.22 0.06
H 2.471963 2.563978 0.982735 -0.16 0.16 -0.41 0.07
H 0.979278 0.893568 -1.482064 0.32 -0.08 -0.06 0.11
H 0.453494 1.680701 -0.087989 0.23 -0.16 0.72 0.11
H 0.918456 -1.251869 0.449093 0.30 0.19 0.07 0.10
H 0.209469 -0.972113 -1.103292 -0.53 -0.49 0.20 0.10
H -1.471492 0.501411 0.395148 -0.26 0.12 0.87 0.10
H -0.962686 -0.783905 1.641905 -0.26 0.57 0.22 0.11
H -2.806294 -1.777683 0.669967 -0.45 -0.19 0.21 0.10
H -1.625077 -2.336706 -0.509291 0.26 -0.08 0.30 0.12
H -2.957250 0.072398 -0.995757 0.01 -0.08 0.26 0.08
```
Positions in Å, forces in eV/Å.

Results
HOMO energy   -9.66 eV
Total energy   -327.04523 hartree
SMILES string   C=NCCCCO
HOMO-LUMO gap   10.666 eV


This record from the Open Molecules 2025 dataset describes a structure of composition CH4N2O2S. The level of theory is wB97M-V/def2-TZVPD.

Structure (XYZ):
```
10
Properties=species:S:1:pos:R:3:forces:R:3:lowdin_charge:R:1
C 0.402047 0.397506 -0.224563 -2.16 2.77 1.96 -0.30
N 0.520646 -0.552822 -1.113528 0.02 -0.74 -0.36 0.14
N 0.511381 -0.134533 1.147992 1.05 0.37 -0.14 -0.51
O 0.895541 0.645177 1.996942 -0.18 -0.53 0.02 0.05
O 0.273204 -1.321614 1.266179 0.16 0.14 0.50 0.05
S -1.761382 1.049106 0.534990 1.81 0.96 0.58 0.52
H 0.627625 1.488499 -0.344753 0.37 -1.65 -0.01 0.13
H 0.218313 -1.452142 -0.784421 0.01 -0.44 0.13 0.11
H 0.457216 -0.398696 -2.083013 -0.03 0.49 -1.01 0.11
H -2.144592 0.279518 -0.395827 -1.05 -1.37 -1.67 -0.31
```
Positions in Å, forces in eV/Å.

Results
HOMO energy   -9.01 eV
Total energy   -698.52522 hartree
HOMO-LUMO gap   8.143 eV


This record from the Open Molecules 2025 dataset describes the molecule C2H5NO2. The level of theory is wB97M-V/def2-TZVPD.

Structure (XYZ):
```
10
Properties=species:S:1:pos:R:3:forces:R:3:lowdin_charge:R:1
N 0.248569 0.427575 -1.259006 -0.32 -0.69 0.95 -0.01
C -0.165008 -0.669936 -0.376515 1.10 0.46 0.02 -0.17
C 0.131850 -0.252226 1.078298 -1.08 -0.10 1.81 -0.44
O 0.073277 -0.969512 2.069032 0.40 1.49 -2.03 0.08
O 0.183282 1.146209 1.122716 1.31 -2.41 -2.32 0.07
H 1.212868 0.699498 -1.432803 -0.53 -0.71 0.14 0.09
H -0.367070 0.409410 -2.012402 -0.36 0.46 -1.81 0.04
H -1.289467 -0.641881 -0.300618 0.97 -0.30 -0.52 0.14
H 0.205016 -1.699680 -0.723832 -0.57 1.30 1.12 0.14
H -0.233317 1.550543 1.835130 -0.92 0.50 2.63 0.07
```
Positions in Å, forces in eV/Å.

Results
HOMO energy   -9.22 eV
Total energy   -284.41839 hartree
SMILES string   NCC(=O)O
HOMO-LUMO gap   9.928 eV